DFT (ωB97M-V/def2-TZVPD) results for C3H6N2OS in the gas phase in a non-equilibrium geometry.

Geometry (Å):
N1 2.120 -0.921 3.002
H1 -1.273 1.296 -1.642
H2 -0.430 -0.292 -2.116
S1 1.005 1.347 1.803
H3 -1.127 -0.193 0.795
H4 0.315 -1.498 -1.089
N2 0.734 0.387 0.291
C1 -0.627 -0.902 -1.184
H5 1.317 0.804 -0.418
C2 -0.717 0.158 -0.148
H6 -1.568 -1.393 -1.109
C3 1.658 -0.004 2.503
O1 -1.408 1.211 -0.688

E   -19069.345 eV
Kohn-Sham gap   10.11 eV
Charge   0
Energy above the lowest of the compared OMol25 structures with the same formula, charge and spin   65.1 kcal/mol
LUMO level   0.26 eV
HOMO energy   -9.85 eV

Results of the Löwdin charge analysis, in e, for atoms 1 through 2: N 0.091; H 0.096

***

DFT (ωB97M-V/def2-TZVPD) results for C3H5NS in the gas phase in a non-equilibrium geometry.

Geometry (Å):
N1 0.306 0.114 -0.621
H1 -1.165 1.591 -0.585
C1 1.484 -0.269 0.045
H2 -1.590 -0.803 -1.045
C2 -0.721 0.864 0.064
H3 -1.100 -1.243 0.633
H4 -0.525 1.194 1.077
C3 -0.986 -0.529 -0.214
S1 3.007 0.150 -0.194
H5 1.289 -1.069 0.840

E   -15515.095 eV
Kohn-Sham gap   8.82 eV
Charge   0
Energy above the lowest of the compared OMol25 structures with the same formula, charge and spin   41.0 kcal/mol
LUMO level   0.07 eV
HOMO energy   -8.75 eV

Results of the Löwdin charge analysis, in e, for atoms 1 through 2: N -0.128; H 0.102

***

DFT (ωB97M-V/def2-TZVPD) results for a molecular structure, C40H55HfN9O5Te.

Geometry (Å):
C1 2.511 -2.100 0.816
C2 4.214 -2.981 -0.598
H1 5.053 -0.350 -0.055
C3 3.575 -0.624 3.770
H2 1.382 -1.883 6.700
C4 -1.486 2.025 1.699
H3 4.839 0.926 3.029
N1 -6.843 -1.497 2.532
H4 0.863 -0.470 -3.933
Te1 1.247 -0.655 1.706
N2 -1.203 1.085 -4.133
H5 0.097 -3.798 -2.397
O1 -1.924 0.379 0.049
H6 -3.228 -1.259 0.491
C5 1.994 -1.543 5.874
H7 -3.115 -1.859 -2.291
H8 4.444 -5.105 -0.624
H9 1.241 -3.465 -1.113
C6 -1.963 1.639 0.441
H10 0.900 3.965 -1.907
H11 -2.603 3.485 -7.329
C7 -0.524 -1.861 -4.407
H12 -3.433 -2.883 0.718
N3 -0.534 -2.272 -1.081
C8 3.549 -1.862 -0.085
H13 0.797 1.880 -4.213
C9 -3.073 2.298 -1.666
C10 2.066 5.051 -0.478
H14 -6.980 -1.380 3.540
H15 -0.568 -0.488 4.041
C11 1.538 2.700 -0.296
N4 -1.505 5.757 1.428
H16 3.420 0.304 -0.170
N5 0.850 0.274 -0.590
H17 -7.414 -2.295 2.239
C12 2.251 2.654 0.902
C13 4.013 -1.804 7.351
H18 5.339 -0.691 2.550
H19 4.893 -2.427 7.195
C14 4.064 -0.509 -0.486
H20 -1.318 -2.899 -0.924
H21 -3.801 2.291 -6.805
C15 4.139 -0.979 4.988
H22 3.325 -2.335 8.004
H23 5.209 -0.871 5.119
H24 -5.795 -2.691 0.315
H25 4.342 -0.902 7.869
C16 3.371 -1.449 6.046
H26 -2.543 1.828 -7.974
Hf1 -0.979 0.079 -1.855
C17 2.200 -3.400 1.229
C18 -5.196 -1.849 0.673
O2 -3.020 1.147 -2.139
H27 1.421 -3.565 1.966
H28 5.028 -2.821 -1.294
O3 -0.949 5.996 2.476
H29 -2.701 4.793 -0.741
H30 -2.497 -2.660 -4.669
H31 3.394 3.745 2.344
H32 -0.184 -2.066 -0.142
C19 0.546 -2.997 -1.811
H33 -0.735 -1.153 -5.206
H34 2.334 1.735 1.460
H35 -0.073 3.026 -6.544
O4 -0.015 1.862 -1.884
H36 -5.078 -2.609 2.719
H37 1.936 -1.388 -2.120
N6 0.319 -1.149 -3.405
C20 1.455 3.914 -0.982
H38 -0.417 -2.246 4.068
C21 -5.384 -1.708 2.188
H39 -7.222 -0.665 2.073
C22 1.286 -2.030 -2.711
H40 -1.184 1.266 2.408
H41 -4.839 -0.856 2.592
H42 3.228 5.882 1.120
C23 -2.764 2.435 -7.099
H43 4.184 -0.446 -1.569
H44 -3.629 3.072 -2.208
H45 -1.683 -3.299 -3.266
H46 2.644 -5.487 1.045
H47 -5.572 -0.953 0.172
H48 -3.228 0.893 -4.823
C24 -1.746 4.340 1.109
C25 -2.229 1.275 -4.950
C26 -1.839 -2.389 -3.840
C27 0.819 1.536 -0.870
C28 -0.119 -1.326 4.578
C29 2.887 -4.485 0.717
N7 -1.899 2.051 -5.990
N8 -2.489 -1.396 -2.951
N9 -3.818 -2.060 0.268
C30 -2.466 2.659 -0.422
H49 0.038 -2.690 -4.846
C31 -0.583 2.392 -5.841
C32 3.893 -4.270 -0.216
C33 1.380 -1.205 4.676
C34 2.195 -0.792 3.613
H50 -0.549 -1.346 5.577
H51 1.996 5.985 -1.018
C35 4.471 -0.052 2.714
C36 -2.351 4.012 -0.079
C37 -0.165 1.802 -4.689
O5 -1.851 6.570 0.600
H52 -3.086 -0.779 -3.492
H53 -0.919 3.669 2.959
C38 -1.348 3.361 2.016
H54 1.896 -2.579 -3.435
C39 2.853 3.792 1.410
H55 3.966 0.082 1.759
C40 2.759 4.994 0.722

E   -74600.390 eV
Kohn-Sham gap (spin up / spin down)   6.86 / 6.34 eV
Charge   +3
Energy above the lowest of the compared OMol25 structures with the same formula, charge and spin   16.8 kcal/mol
Spin multiplicity   2
LUMO level (spin up / spin down)   -7.34 / -8.37 eV
HOMO energy (spin up / spin down)   -14.20 / -14.71 eV

Results of the Löwdin charge analysis, in e, for atoms 1 through 2: C -0.426; C -0.027